106
Properties=species:S:1:pos:R:3:mulliken_charge:R:1 method="wB97M-V/def2-TZVPD" total_charge=0 spin_multiplicity=1 smiles=COC[C@H](C)N.COC[C@H](C)N.COCCNCCOC.COCCNCCOC.COCCNCCOC e_homo_ev=-8.51 homo_lumo_gap_ha=0.332 energy_ha=-1906.11841
O 2.2213 -1.3899 -2.7274 -0.420
O -3.1768 2.9546 4.5082 -0.357
O 6.3830 -1.1337 -0.8848 -0.270
O -0.2324 -5.8160 0.8342 -0.390
O -8.2462 0.2850 -0.0894 -0.283
O 1.6050 3.4733 -4.6913 -0.347
O -3.1218 -0.1431 -0.3824 -0.368
O 1.4693 3.4298 1.1108 -0.179
N 8.2527 -4.0597 0.5107 -0.740
N 0.0760 -0.5652 -0.4544 0.647
N 0.2345 -2.4845 2.4189 -0.541
N -6.0089 2.1809 1.9425 -0.319
N 0.5531 4.1756 -1.5010 -0.474
C 0.8431 2.8911 -5.6529 -0.897
C 8.1939 -1.7009 1.3152 -1.230
C 2.2805 4.3053 0.1545 -0.936
C -7.7577 0.8278 1.1235 -0.763
C -2.5314 1.7722 4.8664 -0.312
C 1.5188 3.8651 2.4636 -0.788
C 7.4401 -2.8041 0.3926 0.312
C 1.4177 -0.2286 -0.8635 -0.778
C -0.6706 -6.1828 -0.4954 -0.690
C -6.2429 1.1245 0.9867 -0.227
C 1.1569 -2.1142 -3.1790 -0.572
C -1.8088 -3.6266 2.0847 -1.338
C -2.7877 -1.1243 -1.3181 -0.634
C -4.5304 2.8732 3.8960 -0.668
C -0.3746 -3.7833 2.1564 0.586
C -4.6983 2.0946 2.6069 -0.316
C 0.1444 3.7600 -2.8000 -0.442
C 2.2880 -1.3813 -1.2671 -0.171
C -2.0543 0.1798 0.5996 0.152
C 1.9880 3.8197 -1.3530 -0.086
C -9.6370 0.1299 -0.1667 -0.748
C -0.6841 0.5584 -0.0070 -0.907
C 7.2200 -2.2939 -1.0455 -0.644
C 0.7618 4.4198 -3.9872 -0.793
C 0.3192 -4.5870 1.0182 -0.267
C 6.4043 -0.3154 -2.0345 -0.862
H 9.2696 -1.6613 1.1438 0.356
H 8.1928 -2.0691 -1.4827 0.337
H 0.0900 -6.0448 -1.2639 0.293
H 9.2275 -3.8938 0.3050 0.273
H 1.7568 5.2578 0.2366 0.447
H 3.2755 -1.1517 -0.8667 0.260
H 2.3048 3.4729 3.1089 0.358
H -2.4113 -4.5181 1.9111 0.375
H 1.5105 2.1604 -6.1096 0.335
H 0.6485 3.3614 2.8842 0.140
H -2.6424 -2.0475 -0.7570 0.055
H 0.6022 -1.6945 -4.0182 0.282
H -4.4014 1.0988 2.9360 0.304
H -1.5187 2.0410 5.1670 0.235
H 1.4148 4.8987 2.7936 0.339
H -4.8814 3.8898 3.7188 0.287
H 5.5779 0.3923 -1.9686 0.198
H -5.6398 0.2643 1.2774 0.202
H -2.0190 -2.9801 1.2327 -0.024
H 2.6275 4.3930 -2.0241 0.400
H -0.8873 1.1864 -0.8744 0.242
H -0.0811 -4.2125 3.1144 0.352
H -5.1954 2.3988 4.6176 0.352
H 6.5842 -2.9507 -1.6393 0.357
H 6.1234 -0.7763 -2.9814 0.378
H 0.0887 -1.0893 0.4089 -0.256
H 2.1385 2.7735 -1.6192 0.049
H -0.9531 -7.2243 -0.6490 0.265
H -0.0361 3.7857 -0.7792 0.315
H -2.4721 1.0972 1.0142 -0.050
H 0.0995 2.6736 -2.8769 0.193
H 1.4005 0.5468 -1.6294 0.223
H -8.5138 1.5034 1.5234 0.404
H 1.4300 5.2413 -3.7287 0.453
H -3.9331 2.3379 1.8698 0.314
H 1.4298 -3.1140 -3.5167 0.290
H -2.3582 -3.2432 2.9446 0.424
H -9.7386 -0.6403 0.5978 0.326
H -1.8942 -1.0985 -1.9418 0.216
H 8.0580 -4.6473 -0.2874 0.237
H -1.8753 -0.5476 1.3914 0.087
H 1.9193 0.2905 -0.0468 0.532
H 1.3994 -4.6938 1.1169 0.417
H -0.0152 -2.0369 3.2891 0.225
H -1.3972 -5.4141 -0.7585 0.272
H 3.3164 4.3838 0.4845 0.426
H 0.0729 4.8651 -4.7050 0.355
H -2.9954 1.2509 5.7037 0.291
H -2.4179 1.2100 3.9394 -0.045
H 1.2105 -2.7421 2.4530 0.225
H 7.8658 -0.6691 1.1896 0.304
H 0.1887 -3.9255 0.1617 -0.121
H -9.8268 -0.2427 -1.1733 0.217
H -10.1226 1.0077 0.2596 0.297
H 0.3213 -2.2769 -2.4982 0.056
H 1.9042 -2.2912 -0.8057 0.040
H 0.6087 3.5060 -6.5219 0.372
H -0.1196 1.1423 0.7199 0.362
H 7.2712 0.3439 -2.0776 0.357
H 0.0102 2.2021 -5.5124 0.330
H -7.8378 0.0362 1.8685 0.304
H -3.6417 -1.4868 -1.8902 0.437
H 8.2008 -2.0444 2.3497 0.379
H -6.1017 3.0551 1.4453 0.282
H 6.4747 -3.2241 0.6750 0.269
H -0.9364 3.8665 -2.8928 0.516
H -5.9586 1.3308 -0.0451 0.336